Entry 1:
Below is a single C31H38BrClFN2O4PS molecule in a non-equilibrium geometry, with properties calculated with ωB97M-V with the def2-TZVPD basis set.

ORCA input file:
```
! wB97M-V def2-TZVPD RIJCOSX def2/J DEFGRID3
* xyz 0 1
C 0.061 5.522 -4.522
C -1.467 5.083 -5.000
C -1.985 3.665 -4.330
C -2.988 3.851 -3.040
C -4.456 3.081 -3.223
C -4.914 2.208 -1.916
C -5.044 0.574 -2.203
C -3.554 -0.170 -2.203
C -2.559 0.282 -3.467
C -1.026 -0.298 -3.582
P 0.180 0.230 -4.961
S -0.651 0.029 -6.752
C -0.539 -1.342 -2.421
C -1.554 -1.831 -1.179
C -3.081 -1.270 -1.035
C -4.059 -1.723 0.198
O -4.236 -3.019 0.494
N -4.750 -0.665 1.029
C -3.929 -0.281 2.266
O -4.553 -0.129 3.459
F -2.462 -0.027 2.067
C -0.812 -2.893 -0.113
O -1.298 -4.119 -0.029
C 0.574 -2.276 0.500
C 1.572 -1.802 -0.765
C 3.017 -1.140 -0.444
C 3.433 -0.959 1.150
C 4.923 -0.227 1.278
N 6.052 -1.181 1.587
C 7.326 -0.363 1.506
C 2.470 -1.428 2.434
C 3.125 -1.195 3.908
Cl 3.930 -2.755 4.637
C 2.315 -0.299 4.995
C 2.607 -0.744 6.583
C 0.959 -2.089 2.097
C -0.038 -2.474 3.304
Br -1.870 -3.135 3.031
C 0.597 -3.521 4.451
C 1.346 -4.817 3.799
C 1.017 -1.962 -2.340
O 1.669 -2.538 -3.333
H 0.811 5.462 -5.429
H 0.022 6.671 -4.201
H 0.458 4.891 -3.618
H -2.213 5.959 -4.786
H -1.380 4.922 -6.179
H -2.510 3.021 -5.184
H -1.023 3.084 -3.992
H -3.148 5.029 -2.926
H -2.451 3.443 -2.058
H -5.235 3.978 -3.349
H -4.509 2.494 -4.244
H -4.151 2.463 -1.056
H -5.957 2.667 -1.563
H -5.626 0.374 -3.221
H -5.695 0.121 -1.316
H -2.900 1.031 -4.317
H 0.517 1.635 -4.684
H 1.467 -0.476 -4.915
H -5.716 -0.946 1.329
H 3.670 -0.780 -1.351
H 5.207 0.381 0.289
H 4.802 0.626 2.105
H 5.937 -1.426 2.607
H 8.287 -1.041 1.414
H 7.358 0.406 0.613
H 7.429 0.297 2.495
H 4.134 -0.553 3.805
H 2.699 0.835 4.969
H 1.167 -0.211 4.894
H 3.739 -0.478 6.770
H 1.888 -0.042 7.224
H 2.321 -1.853 6.808
H -0.236 -1.459 3.909
H -0.331 -3.957 5.065
H 1.207 -2.909 5.234
H 2.062 -5.278 4.625
H 1.985 -4.581 2.843
H 0.563 -5.650 3.477
*
```

SMILES   CCCCCCCc1cc([PH2]=S)c2c(c1C(=O)NC(=O)F)C(=O)c1c(cc(CNC)c([C@H](Cl)CC)c1[C@@H](Br)CC)C2=O
Orbital gap   7.01 eV

---

Entry 2:
Below is a molecular structure, C31H38GeN7O4STl, with properties calculated with ωB97M-V with the def2-TZVPD basis set.

ORCA input file:
```
! wB97M-V def2-TZVPD RIJCOSX def2/J DEFGRID3
* xyz 2 1
Tl 0.393 -0.380 0.397
O 2.634 0.752 4.881
C 2.070 0.794 3.667
O 2.033 -0.124 2.901
C 1.469 2.158 3.391
C 1.534 3.173 4.347
C 0.927 4.377 4.074
C 0.269 4.523 2.863
C 0.289 3.464 1.971
N 0.885 2.300 2.211
C -0.359 3.597 0.624
O -1.263 4.517 0.421
O -0.020 2.880 -0.319
H 2.995 -0.138 5.015
H 2.054 3.007 5.279
H 0.962 5.193 4.784
H -0.202 5.473 2.633
H -1.524 4.981 1.228
N -2.060 -1.435 -0.523
C -1.967 -2.029 -1.863
C -0.668 -2.797 -1.949
N 0.463 -1.867 -1.833
H -2.240 -2.154 0.170
H -2.812 -0.760 -0.461
H -1.954 -1.213 -2.592
H -2.802 -2.689 -2.111
H -0.660 -3.401 -2.860
H -0.613 -3.478 -1.097
H 0.546 -1.297 -2.665
H 1.340 -2.353 -1.695
C -4.729 0.014 4.356
N -3.413 -0.213 3.759
C -2.508 -1.176 4.132
C -1.452 -1.051 3.280
N -1.691 -0.024 2.382
C -2.877 0.448 2.707
H -4.718 -0.333 5.384
H -5.502 -0.522 3.811
H -4.957 1.077 4.348
H -2.697 -1.854 4.950
H -0.537 -1.630 3.255
H -3.393 1.267 2.220
C 4.411 -6.735 1.240
C 3.972 -5.399 0.734
C 4.695 -4.599 -0.097
C 4.119 -3.385 -0.506
N 2.916 -2.984 -0.115
C 2.199 -3.762 0.726
S 0.665 -3.372 1.306
N 2.757 -4.953 1.124
C 4.854 -2.471 -1.439
H 5.382 -6.999 0.832
H 3.690 -7.504 0.954
H 4.478 -6.730 2.331
H 5.674 -4.904 -0.436
H 2.189 -5.514 1.744
H 5.824 -2.871 -1.725
H 4.989 -1.499 -0.962
H 4.253 -2.310 -2.336
Ge -0.599 3.223 -2.226
C 0.438 1.928 -3.132
C -0.169 1.038 -4.025
C 0.618 0.222 -4.829
C 2.004 0.297 -4.746
C 2.611 1.179 -3.856
C 1.833 1.996 -3.052
C -2.471 3.226 -2.378
C -3.099 4.468 -2.504
C -4.458 4.526 -2.775
C -5.188 3.350 -2.918
C -4.569 2.113 -2.779
C -3.211 2.046 -2.510
H 0.032 4.611 -2.204
H -1.246 1.002 -4.123
H 0.150 -0.461 -5.529
H 2.616 -0.328 -5.387
H 3.691 1.241 -3.804
H 2.312 2.691 -2.371
H -2.532 5.385 -2.399
H -4.947 5.485 -2.878
H -6.246 3.400 -3.142
H -5.145 1.202 -2.891
H -2.737 1.078 -2.389
*
```

Relative energy (zero: lowest compared OMol25 entry of this formula, charge and spin)   169.9 kJ/mol
Orbital gap   6.61 eV

---

Entry 3:
Below is a molecular structure, C31H38I2InN5OSSe2Si2 in a non-equilibrium geometry, with properties calculated with ωB97M-V with the def2-TZVPD basis set.

ORCA input file:
```
! wB97M-V def2-TZVPD RIJCOSX def2/J DEFGRID3
* xyz 0 1
In -0.154 0.400 -0.525
I -3.200 -6.220 0.920
C -2.106 -4.428 1.090
C -0.720 -4.469 1.134
C -0.025 -3.278 1.207
I 2.077 -3.273 1.285
C -0.675 -2.026 1.226
O -0.043 -0.899 1.265
C -2.073 -2.033 1.204
C -2.742 -0.686 1.208
N -2.544 0.007 -0.083
C -3.233 -0.598 -1.205
C -2.380 -0.703 -2.448
C -2.872 -1.399 -3.552
C -2.103 -1.480 -4.696
C -0.865 -0.851 -4.715
C -0.460 -0.179 -3.580
N -1.189 -0.113 -2.465
C -2.783 -3.218 1.134
H -0.193 -5.412 1.113
H -2.271 -0.061 1.968
H -3.803 -0.802 1.464
H -2.840 0.971 0.024
H -4.140 -0.043 -1.475
H -3.545 -1.607 -0.929
H -3.845 -1.870 -3.511
H -2.464 -2.019 -5.561
H -0.230 -0.886 -5.588
H 0.494 0.331 -3.553
H -3.866 -3.197 1.132
Se 2.408 0.443 -2.711
Se 4.403 0.774 -1.652
C 3.850 0.950 0.200
C 4.848 1.152 1.141
C 4.473 1.291 2.468
C 3.131 1.215 2.797
C 2.216 0.990 1.786
N 2.561 0.869 0.499
C 2.170 -1.451 -2.432
C 3.037 -2.398 -2.951
C 2.711 -3.734 -2.770
C 1.544 -4.060 -2.093
C 0.751 -3.035 -1.604
N 1.063 -1.753 -1.771
H 5.884 1.198 0.830
H 5.215 1.452 3.238
H 2.787 1.310 3.817
H 1.168 0.873 2.018
H 3.923 -2.098 -3.493
H 3.355 -4.510 -3.159
H 1.255 -5.090 -1.941
H -0.174 -3.230 -1.074
S 0.909 -1.494 4.216
C -0.032 -0.339 4.897
N -0.690 0.500 5.374
C -1.554 2.202 -3.124
Si -0.592 3.592 -2.264
C -1.706 5.124 -2.326
C 0.943 3.941 -3.322
C -0.017 3.008 -0.563
Si -0.620 3.662 1.108
C -1.403 2.256 2.099
C 0.880 4.421 1.984
C -2.004 4.957 1.005
H -2.270 2.582 -3.853
H -2.094 1.587 -2.405
H -0.854 1.550 -3.647
H -1.828 5.436 -3.364
H -1.299 5.972 -1.777
H -2.699 4.920 -1.928
H 0.656 4.138 -4.355
H 1.610 3.078 -3.321
H 1.510 4.801 -2.964
H 1.065 2.856 -0.555
H -0.868 1.314 1.961
H -2.439 2.104 1.784
H -1.407 2.451 3.171
H 1.692 3.701 2.091
H 0.613 4.758 2.985
H 1.273 5.277 1.434
H -2.837 4.615 0.392
H -1.671 5.917 0.614
H -2.388 5.127 2.011
*
```

Relative energy (zero: lowest compared OMol25 entry of this formula, charge and spin)   387.3 kJ/mol
Orbital gap   4.87 eV

---

Entry 4:
Below is a molecular structure, C31H38MoN6OSSi in a non-equilibrium geometry, with properties calculated with ωB97M-V with the def2-TZVPD basis set.

ORCA input file:
```
! wB97M-V def2-TZVPD RIJCOSX def2/J DEFGRID3
* xyz 2 3
Mo 0.395 -0.675 -0.260
N 2.818 -0.720 1.778
C 3.393 -0.460 0.518
C 4.756 -0.315 0.390
C 5.315 -0.001 -0.857
C 4.499 0.168 -1.948
C 3.138 0.064 -1.743
N 2.596 -0.266 -0.574
C 1.845 0.119 2.349
C 2.085 0.720 3.596
C 1.064 1.429 4.197
C -0.179 1.506 3.535
C -0.341 0.895 2.339
N 0.661 0.263 1.710
H 3.561 -0.824 2.451
H 5.402 -0.311 1.244
H 6.378 0.102 -0.924
H 4.869 0.429 -2.943
H 2.453 0.227 -2.599
H 3.064 0.665 4.078
H 1.212 1.848 5.204
H -1.017 2.025 3.988
H -1.326 0.905 1.884
C -5.515 -0.224 0.675
C -4.858 0.113 -0.697
N -3.908 1.230 -0.657
C -4.352 2.577 -1.065
C -4.739 3.415 0.167
C -2.609 1.037 -0.400
S -2.092 -0.640 -0.116
N -1.844 2.139 -0.336
C -0.575 2.162 -0.665
O 0.131 1.156 -1.145
C 0.164 3.447 -0.571
C -0.553 4.614 -0.290
C 0.098 5.798 -0.218
C 1.464 5.911 -0.430
C 2.174 4.770 -0.825
C 1.555 3.547 -0.880
H -6.121 -1.100 0.618
H -6.150 0.590 1.042
H -4.768 -0.436 1.436
H -5.640 0.431 -1.406
H -4.343 -0.734 -1.134
H -5.210 2.414 -1.701
H -3.562 2.904 -1.734
H -5.462 2.773 0.675
H -5.231 4.313 -0.193
H -3.855 3.616 0.780
H -1.624 4.548 -0.171
H -0.496 6.676 0.031
H 2.000 6.834 -0.269
H 3.228 4.859 -1.091
H 2.066 2.645 -1.197
C -0.841 -5.293 0.605
Si 0.324 -3.923 1.051
C -0.304 -2.920 2.518
C 2.096 -4.530 1.348
N 0.363 -2.636 -0.199
C 0.507 -2.854 -1.614
C -0.054 -1.887 -2.515
C 0.309 -1.882 -3.853
C 1.197 -2.787 -4.332
C 1.632 -3.790 -3.500
C 1.354 -3.848 -2.166
H -0.697 -6.037 1.355
H -0.703 -5.741 -0.363
H -1.865 -4.889 0.643
H -0.527 -3.464 3.425
H -1.192 -2.334 2.242
H 0.461 -2.189 2.844
H 2.133 -4.859 2.405
H 2.785 -3.684 1.214
H 2.398 -5.327 0.637
H -0.850 -1.218 -2.178
H -0.165 -1.154 -4.535
H 1.527 -2.869 -5.333
H 2.293 -4.571 -3.859
H 1.803 -4.490 -1.488
*
```

Orbital gap (alpha / beta)   6.95 / 7.37 eV

---

Entry 5:
Below is a molecular structure, C31H38N2P2Se4Si2V in a non-equilibrium geometry, with properties calculated with ωB97M-V with the def2-TZVPD basis set.

ORCA input file:
```
! wB97M-V def2-TZVPD RIJCOSX def2/J DEFGRID3
* xyz 0 2
V 1.070 -0.046 -1.519
C -1.181 -4.375 -1.188
Si -0.316 -3.021 -2.125
C 1.232 -3.685 -2.871
C -1.579 -2.480 -3.370
N 0.137 -1.610 -1.128
P 0.379 -1.454 0.514
C 1.218 -0.009 0.773
P 0.406 1.449 0.478
N 0.300 1.654 -1.156
Si 0.093 3.146 -2.106
C 1.701 3.587 -2.886
C -0.446 4.577 -1.048
C -1.294 2.895 -3.321
C 1.376 2.804 1.213
C 0.780 3.937 1.762
C 1.557 4.977 2.257
C 2.940 4.896 2.198
C 3.546 3.768 1.656
C 2.771 2.725 1.170
C -1.251 1.635 1.187
C -2.366 1.827 0.377
C -3.634 1.928 0.939
C -3.791 1.819 2.312
C -2.684 1.606 3.127
C -1.418 1.516 2.567
C 1.405 -2.833 1.111
C 2.792 -2.679 1.151
C 3.607 -3.754 1.484
C 3.048 -4.988 1.793
C 1.667 -5.141 1.790
C 0.853 -4.069 1.452
C -1.214 -1.683 1.346
C -1.248 -2.026 2.697
C -2.460 -2.150 3.360
C -3.649 -1.917 2.679
C -3.624 -1.555 1.339
C -2.409 -1.439 0.673
H -1.679 -4.993 -1.947
H -1.951 -3.998 -0.509
H -0.500 -5.020 -0.632
H 1.019 -4.327 -3.734
H 1.780 -4.277 -2.130
H 1.881 -2.873 -3.202
H -1.716 -3.290 -4.097
H -1.311 -1.583 -3.923
H -2.543 -2.315 -2.876
H 2.387 3.978 -2.127
H 1.569 4.358 -3.655
H 2.169 2.719 -3.349
H 0.384 5.031 -0.496
H -1.232 4.309 -0.337
H -0.858 5.335 -1.728
H -1.349 1.884 -3.719
H -1.160 3.578 -4.170
H -2.253 3.141 -2.851
H -0.300 4.014 1.805
H 1.080 5.850 2.684
H 3.547 5.711 2.576
H 4.627 3.696 1.618
H 3.244 1.839 0.773
H -2.241 1.890 -0.697
H -4.499 2.083 0.304
H -4.779 1.893 2.752
H -2.810 1.510 4.198
H -0.553 1.345 3.197
H 3.222 -1.712 0.931
H 4.682 -3.622 1.508
H 3.685 -5.828 2.045
H 1.224 -6.095 2.051
H -0.222 -4.191 1.474
H -0.320 -2.200 3.229
H -2.479 -2.429 4.406
H -4.596 -2.014 3.196
H -4.551 -1.361 0.811
H -2.387 -1.158 -0.373
Se 0.900 0.056 -3.796
Se 2.902 0.228 -4.974
Se 4.300 -0.881 -3.469
Se 3.374 -0.108 -1.455
*
```

Relative energy (zero: lowest compared OMol25 entry of this formula, charge and spin)   46.1 kJ/mol
Orbital gap (alpha / beta)   6.58 / 6.59 eV

---

Entry 6:
Below is a molecular structure, C31H38N7Pb, with properties calculated with ωB97M-V with the def2-TZVPD basis set.

ORCA input file:
```
! wB97M-V def2-TZVPD RIJCOSX def2/J DEFGRID3
* xyz 1 1
Pb -1.011 -0.810 0.266
C -2.786 3.124 2.395
C -3.751 3.430 1.443
C -3.700 2.823 0.204
C -2.696 1.898 -0.077
N -1.832 1.538 0.886
C -1.852 2.163 2.068
C -2.440 1.342 -1.441
C -3.155 1.825 -2.537
C -2.800 1.461 -3.826
C -1.713 0.621 -4.028
C -1.028 0.111 -2.932
C -1.380 0.439 -1.628
H -2.758 3.616 3.358
H -4.527 4.153 1.662
H -4.428 3.089 -0.549
H -1.070 1.885 2.768
H -3.982 2.511 -2.402
H -3.354 1.852 -4.670
H -1.399 0.370 -5.036
H -0.180 -0.546 -3.112
C 3.890 -2.567 -0.714
N 2.717 -3.217 -1.275
C 3.028 -4.115 -2.383
C 1.441 -2.774 -1.081
N 1.106 -1.551 -0.745
C 1.918 -0.437 -1.107
C 2.369 -0.348 -2.402
C 3.145 0.735 -2.852
C 3.451 1.747 -1.994
C 2.980 1.727 -0.658
C 3.297 2.815 0.195
C 2.845 2.848 1.478
C 2.060 1.786 1.964
C 1.749 0.697 1.188
N 0.896 -0.311 1.718
C 1.134 -0.891 2.868
N 2.361 -0.965 3.461
C 3.609 -0.939 2.719
C 2.504 -0.814 4.904
N 0.121 -1.544 3.522
C 0.360 -2.757 4.288
C -1.216 -0.994 3.663
C 2.194 0.635 -0.180
N 0.479 -3.739 -1.204
C -0.851 -3.473 -1.727
C 0.690 -5.107 -0.753
H 4.501 -3.309 -0.192
H 3.609 -1.787 -0.019
H 4.494 -2.107 -1.501
H 3.722 -4.891 -2.053
H 3.505 -3.554 -3.192
H 2.134 -4.588 -2.774
H 2.103 -1.140 -3.095
H 3.482 0.763 -3.881
H 4.046 2.593 -2.320
H 3.896 3.626 -0.205
H 3.068 3.690 2.123
H 1.675 1.824 2.979
H 3.423 -1.188 1.681
H 4.284 -1.688 3.141
H 4.095 0.039 2.762
H 1.544 -0.594 5.364
H 3.177 0.022 5.109
H 2.923 -1.710 5.367
H 1.339 -3.165 4.056
H -0.396 -3.496 4.016
H 0.290 -2.588 5.367
H -1.328 -0.117 3.041
H -1.403 -0.712 4.704
H -1.967 -1.728 3.368
H -0.914 -2.462 -2.115
H -1.620 -3.618 -0.964
H -1.065 -4.162 -2.548
H 1.663 -5.205 -0.280
H 0.625 -5.818 -1.581
H -0.081 -5.369 -0.026
*
```

Orbital gap   8.02 eV